*w*
This record from the OMol25 dataset describes a cluster of 2 separate species, C6H11NS in total. The level of theory is ωB97M-V with the def2-TZVPD basis set.

orbital gap: 8.081 eV
HOMO energy: -7.6 eV
E_LUMO: 0.5 eV

ORCA input file:
```
! wB97M-V def2-TZVPD RIJCOSX def2/J DEFGRID3
* xyz 0 1
C 0.420 -1.004 0.079
C -1.705 -2.066 -0.397
C -1.654 1.176 0.462
C -1.332 2.105 -0.655
C 2.486 0.258 0.634
C 1.880 -1.039 0.100
N -0.480 -1.737 -0.212
S -2.814 0.036 0.388
H -2.090 -2.047 -1.402
H -2.184 -2.707 0.321
H -1.118 1.324 1.392
H -0.254 2.184 -0.799
H -1.702 3.107 -0.419
H -1.800 1.774 -1.578
H 2.205 0.413 1.672
H 2.135 1.107 0.052
H 3.570 0.218 0.569
H 2.205 -1.885 0.716
H 2.231 -1.217 -0.922
*
```

=====

*x*
This record from the OMol25 dataset describes a structure of composition C6H11NS. The level of theory is ωB97M-V with the def2-TZVPD basis set.

orbital gap: 8.873 eV
HOMO energy: -8.3 eV
E_LUMO: 0.6 eV

ORCA input file:
```
! wB97M-V def2-TZVPD RIJCOSX def2/J DEFGRID3
* xyz 0 1
C -0.043 0.462 0.494
C 0.081 -0.594 1.584
C 1.144 -1.367 0.630
C 0.523 -0.550 -0.622
C 0.730 1.610 0.643
C 1.170 2.472 -0.261
H -1.353 2.052 0.188
H -2.268 0.143 1.119
H 0.583 -0.137 2.479
H -0.699 -1.127 1.887
H 2.124 -1.078 1.008
H 1.306 -2.443 0.664
H 1.130 -0.180 -1.489
H -1.544 -0.411 -0.754
H 0.744 2.093 1.569
H 1.267 2.450 -1.514
H 1.370 3.544 0.003
N -1.520 0.831 0.303
S -0.853 -1.432 -1.381
*
```

=====

*y*
This record from the OMol25 dataset describes the molecule C6H11NS. The level of theory is ωB97M-V with the def2-TZVPD basis set.

SMILES: C=C(C)CCNC=S
orbital gap: 9.255 eV
HOMO energy: -8.4 eV
E_LUMO: 0.8 eV

ORCA input file:
```
! wB97M-V def2-TZVPD RIJCOSX def2/J DEFGRID3
* xyz 0 1
C -2.667 -0.393 -0.454
C -1.372 -0.429 -0.129
C -0.448 -1.510 -0.096
C -0.826 0.951 0.322
C 0.602 1.270 -0.023
N 1.596 0.435 0.515
C 2.743 0.173 -0.111
S 3.890 -0.907 0.337
H -3.263 0.515 -0.144
H -3.230 -1.330 -0.642
H 0.170 -1.508 -0.949
H -0.839 -2.495 -0.079
H 0.164 -1.353 0.752
H -0.947 1.033 1.366
H -1.536 1.630 -0.191
H 0.725 1.114 -1.055
H 0.964 2.226 0.259
H 1.529 -0.191 1.385
H 2.744 0.769 -1.065
*
```

=====

*y* has the most favorable energy; the next structure is 1.469 eV above.

=====

*w*
This record from the OMol25 dataset describes the molecule C2H5N3. The level of theory is ωB97M-V with the def2-TZVPD basis set.

SMILES: [H]/N=C\NN=C
orbital gap: 9.893 eV
HOMO energy: -9.0 eV
E_LUMO: 0.9 eV

ORCA input file:
```
! wB97M-V def2-TZVPD RIJCOSX def2/J DEFGRID3
* xyz 0 1
H 1.624 -1.224 -0.891
N 0.802 -1.851 -1.189
C -0.277 -1.418 -0.657
N -0.457 -0.233 0.014
N 0.498 0.759 0.089
C 0.269 1.660 0.873
H -1.310 -1.926 -0.735
H -1.436 -0.134 0.202
H 0.919 2.584 0.726
H -0.632 1.784 1.568
*
```

=====

*x*
This record from the OMol25 dataset describes the molecule C2H5N3. The level of theory is ωB97M-V with the def2-TZVPD basis set.

SMILES: [H]/N=C\N/C=N/[H]
orbital gap: 9.689 eV
HOMO energy: -9.1 eV
E_LUMO: 0.6 eV

ORCA input file:
```
! wB97M-V def2-TZVPD RIJCOSX def2/J DEFGRID3
* xyz 0 1
H -1.076 1.072 0.623
N -1.369 0.129 1.163
C -0.846 -0.798 0.589
N 0.207 -0.839 -0.358
C 0.974 0.156 -0.877
N 0.888 1.366 -0.320
H 1.324 2.037 -0.999
H -1.242 -1.726 0.662
H 0.567 -1.933 -0.288
H 1.578 -0.195 -1.658
*
```

=====

*y*
This record from the OMol25 dataset describes the molecule C2H5N3. The level of theory is ωB97M-V with the def2-TZVPD basis set.

SMILES: [H]/N=C\N/C=N\[H]
orbital gap: 10.515 eV
HOMO energy: -9.6 eV
E_LUMO: 0.9 eV

ORCA input file:
```
! wB97M-V def2-TZVPD RIJCOSX def2/J DEFGRID3
* xyz 0 1
H 2.438 -1.084 -0.202
N 2.422 -0.101 -0.044
C 1.206 0.340 0.060
N -0.018 -0.307 0.039
C -1.206 0.372 -0.044
N -2.398 -0.111 -0.007
H -2.491 -1.121 -0.112
H 0.986 1.416 0.061
H 0.020 -1.329 0.273
H -1.000 1.482 -0.031
*
```

=====

*z*
This record from the OMol25 dataset describes the molecule C2H5N3. The level of theory is ωB97M-V with the def2-TZVPD basis set.

SMILES: N#CNCN
orbital gap: 10.531 eV
HOMO energy: -9.8 eV
E_LUMO: 0.7 eV

ORCA input file:
```
! wB97M-V def2-TZVPD RIJCOSX def2/J DEFGRID3
* xyz 0 1
N 2.702 0.882 -0.106
C 1.829 0.219 -0.419
N 0.664 -0.420 -0.668
C -0.658 0.034 -0.298
N -0.897 -0.193 1.113
H 0.823 -1.308 -1.018
H -0.893 1.153 -0.474
H -1.269 -0.696 -0.985
H -1.850 -0.169 1.182
H -0.450 0.496 1.672
*
```

=====

*y* has the most favorable energy; the next structure is 0.521 eV above.